i.
# C3H10N3

An isolated ion of composition C3H10N3 and charge +1 (wB97M-V/def2-TZVPD, OMol25).

Last columns: bonded neighbours and bond lengths (Å).
Cartesian coordinates (Å):
1 C -1.696 0.430 1.052  N2 1.468, H7 1.064, H8 1.126, H9 1.068
2 N -1.118 -0.748 0.393  C1 1.468, C3 1.403, H10 1.017
3 C -0.301 -0.734 -0.747  N2 1.403, N4 1.752, C5 1.486, H11 1.097
4 N 1.391 -0.977 -0.365  C3 1.752, C5 1.570, H12 1.048, H13 1.073
5 C 0.731 0.310 -0.976  C3 1.486, N4 1.570, N6 1.422, H14 1.140
6 N 1.098 1.459 -0.222  C5 1.422, H15 1.011, H16 0.963
7 H -1.598 0.352 2.108  C1 1.064
8 H -0.973 1.243 0.765  C1 1.126
9 H -2.702 0.610 0.740  C1 1.068
10 H -1.711 -1.562 0.530  N2 1.017
11 H -0.510 -1.408 -1.587  C3 1.097
12 H 1.649 -1.040 0.649  N4 1.048
13 H 1.851 -1.794 -0.886  N4 1.073
14 H 1.180 0.482 -2.009  C5 1.140
15 H 0.810 1.381 0.744  N6 1.011
16 H 1.898 1.994 -0.191  N6 0.963

Results
Molar mass = 88.13 g/mol
Total charge = +1
SMILES = CN[C@@H]1[NH2+][C@@H]1N

Mulliken atomic charge list, values in e, 2 entries:
1 C -0.696
2 N -0.256

***

ii.
# C3H10N3

A 2-piece molecular cluster, C3H10N3 overall (wB97M-V/def2-TZVPD, OMol25).

Last columns: bonded neighbours and bond lengths (Å).
Cartesian coordinates (Å):
1 C -0.474 0.696 -1.121  C2 1.314, H7 1.128, H8 1.065
2 C -0.820 1.051 0.097  C1 1.314, N6 1.485, H9 1.097
3 C -0.306 -0.498 1.871  N6 1.546, H10 1.054, H11 1.160, H12 1.151
4 N 1.492 -0.741 -1.228  N5 1.211
5 N 2.262 -0.495 -2.131  N4 1.211, H13 1.028, H14 1.036
6 N -1.463 0.095 1.033  C2 1.485, C3 1.546, H15 1.068, H16 1.074
7 H -0.743 -0.204 -1.746  C1 1.128
8 H -0.010 1.405 -1.767  C1 1.065
9 H -0.519 2.080 0.329  C2 1.097
10 H -0.450 -1.378 2.433  C3 1.054
11 H 0.552 -0.846 1.172  C3 1.160
12 H -0.103 0.357 2.613  C3 1.151
13 H 3.023 -1.161 -2.320  N5 1.028
14 H 2.096 0.271 -2.807  N5 1.036
15 H -2.163 0.706 1.560  N6 1.068
16 H -1.882 -0.629 0.359  N6 1.074

Results
Molar mass = 88.13 g/mol
Total charge = +1

Mulliken atomic charge list, values in e, 2 entries:
1 C -0.706
2 C -0.169

***

Most stable of them? i.

***

i.
# C7H11NO2

A 2-piece molecular cluster, C7H11NO2 overall (wB97M-V/def2-TZVPD, OMol25).

Last columns: bonded neighbours and bond lengths (Å).
Cartesian coordinates (Å):
1 H -0.835 2.304 0.499  N2 1.055
2 N 0.064 1.796 0.718  H1 1.055, C3 1.263
3 C 0.676 1.363 -0.298  N2 1.263, C4 1.414, C5 1.497
4 C 1.584 0.332 -0.635  C3 1.414, C5 1.549, H8 1.156, H9 1.068
5 C 0.785 1.041 -1.756  C3 1.497, C4 1.549, C6 1.557, H10 1.043
6 C -0.395 0.451 -2.584  C5 1.557, O7 1.447, H11 1.037, H12 1.026
7 O -1.381 0.151 -1.568  C6 1.447, H13 0.922
8 H 1.214 -0.719 -0.329  C4 1.156
9 H 2.625 0.508 -0.796  C4 1.068
10 H 1.197 1.727 -2.425  C5 1.043
11 H -0.108 -0.418 -3.072  C6 1.037
12 H -0.594 1.238 -3.211  C6 1.026
13 H -2.194 0.304 -1.976  O7 0.922
14 C -0.773 -1.314 2.703  C15 1.551, H18 1.112, H19 1.083, H20 1.102
15 C 0.236 -0.327 3.346  C14 1.551, C16 1.301, H21 1.059
16 C 0.564 -0.165 4.594  C15 1.301, O17 1.160
17 O 1.156 0.062 5.566  C16 1.160
18 H -1.761 -0.902 2.399  C14 1.112
19 H -0.816 -2.112 3.433  C14 1.083
20 H -0.255 -1.717 1.818  C14 1.102
21 H 0.079 0.522 2.732  C15 1.059

Results
Molar mass = 141.17 g/mol
SMILES = [H]/N=C1/C[C@H]1CO.CC=C=O

Mulliken atomic charge list, values in e, 2 entries:
1 H 0.212
2 N -0.626

***

ii.
# C7H11NO2

One molecule with the formula C7H11NO2 (wB97M-V/def2-TZVPD, OMol25).

Last columns: bonded neighbours and bond lengths (Å).
Cartesian coordinates (Å):
1 C -2.884 -0.803 -0.663  C2 1.498, H11 1.101, H12 1.096, H13 1.104
2 C -1.972 -0.464 0.475  C1 1.498, C3 1.477, C10 1.528, H14 1.090
3 C -0.651 -1.100 0.289  C2 1.477, C4 1.357, H15 1.062
4 C 0.362 -0.252 -0.018  C3 1.357, C5 1.522, C8 1.467
5 C 1.809 -0.720 -0.076  C4 1.522, O6 1.216, O7 1.314
6 O 2.110 -1.882 0.115  C5 1.216
7 O 2.694 0.248 -0.165  C5 1.314, H16 1.010
8 C -0.181 1.089 -0.259  C4 1.467, N9 1.434, C10 1.571, H17 1.133
9 N 0.679 2.224 -0.094  C8 1.434, H18 1.002, H19 0.992
10 C -1.495 0.983 0.596  C2 1.528, C8 1.571, H20 1.070, H21 1.073
11 H -2.485 -0.366 -1.592  C1 1.101
12 H -3.892 -0.385 -0.568  C1 1.096
13 H -3.073 -1.875 -0.848  C1 1.104
14 H -2.465 -0.842 1.371  C2 1.090
15 H -0.423 -2.138 0.295  C3 1.062
16 H 2.144 1.061 -0.402  O7 1.010
17 H -0.691 1.111 -1.271  C8 1.133
18 H 0.823 2.577 0.832  N9 1.002
19 H 0.366 2.991 -0.640  N9 0.992
20 H -1.249 1.256 1.601  C10 1.070
21 H -2.170 1.728 0.221  C10 1.073

Results
Molar mass = 141.17 g/mol
SMILES = C[C@H]1C=C(C(=O)O)[C@H](N)C1

Mulliken atomic charge list, values in e, 2 entries:
1 C -1.465
2 C 0.499

***

Most stable of them? ii.

***

i.
# C3H5O3

A 2-piece molecular cluster, C3H5O3 overall (wB97M-V/def2-TZVPD, OMol25).

Last columns: bonded neighbours and bond lengths (Å).
Cartesian coordinates (Å):
1 O 1.696 -1.934 -0.966  C2 1.204
2 C 0.958 -1.250 -0.306  O1 1.204, C3 1.546, H4 1.104
3 C -0.016 -1.775 0.773  C2 1.546, H5 1.091, H6 1.085, H7 1.092
4 H 1.117 -0.186 -0.056  C2 1.104
5 H 0.623 -2.347 1.447  C3 1.091
6 H -0.437 -0.912 1.280  C3 1.085
7 H -0.721 -2.452 0.286  C3 1.092
8 O -0.734 0.846 -0.597  C9 1.245
9 C -0.927 1.976 -0.109  O8 1.245, O10 1.242, H11 1.135
10 O -0.909 2.356 1.073  C9 1.242
11 H -1.136 2.799 -0.861  C9 1.135

Results
Molar mass = 89.07 g/mol
Total charge = -1

Mulliken atomic charge list, values in e, 2 entries:
1 O -0.551
2 C 0.249

***

ii.
# C3H5O3

A 2-piece molecular cluster, C3H5O3 overall (wB97M-V/def2-TZVPD, OMol25).

Last columns: bonded neighbours and bond lengths (Å).
Cartesian coordinates (Å):
1 O 1.852 -2.246 -0.316  C2 1.208
2 C 0.714 -1.970 -0.615  O1 1.208, C3 1.502, H4 1.112
3 C -0.156 -0.988 0.117  C2 1.502, H5 1.089, H6 1.093, H7 1.085
4 H 0.257 -2.499 -1.480  C2 1.112
5 H -0.906 -1.484 0.731  C3 1.089
6 H -0.653 -0.380 -0.645  C3 1.093
7 H 0.488 -0.327 0.688  C3 1.085
8 O 0.571 2.231 -0.368  C9 1.253
9 C -0.396 2.461 0.394  O8 1.253, O10 1.247, H11 1.130
10 O -0.832 1.781 1.345  C9 1.247
11 H -0.939 3.421 0.149  C9 1.130

Results
Molar mass = 89.07 g/mol
Total charge = -1

Mulliken atomic charge list, values in e, 2 entries:
1 O -0.498
2 C 0.124

***

Most stable of them? ii.